This record from OMol25 describes a cluster of 8 separate species, C40H104N8O12 in total. The level of theory is the ωB97M-V functional and the def2-TZVPD basis.

Values from the calculation:
- SMILES: COC[C@H](C)N.COC[C@H](C)N.COC[C@H](C)N.COC[C@H](C)N.COCCNCCOC.COCCNCCOC.COCCNCCOC.COCCNCCOC
- Strongest force on any atom: 3.6 eV Å⁻¹
- Gap between HOMO and LUMO: 8.81 eV
- Molecular weight: 889.3 g/mol
- Energy above the lowest of the compared OMol25 structures with the same formula, charge and spin: 591.6 kJ/mol
- LUMO level: 0.34 eV

```
! wB97M-V def2-TZVPD RIJCOSX def2/J DEFGRID3
* xyz 0 1
C 11.902 -10.853 -1.986
O 11.280 -10.098 -0.991
C 9.858 -10.359 -0.897
C 8.848 -9.411 -1.641
C 8.880 -7.956 -1.303
N 7.432 -9.817 -1.383
H 11.999 -11.869 -1.603
H 12.825 -10.330 -2.234
H 11.375 -10.899 -2.939
H 9.488 -11.382 -0.971
H 9.649 -10.168 0.156
H 9.171 -9.438 -2.681
H 8.737 -7.545 -0.304
H 8.153 -7.467 -1.951
H 9.899 -7.594 -1.437
H 7.224 -10.726 -1.772
H 6.737 -9.228 -1.817
C -5.717 2.696 9.072
O -5.099 3.371 8.057
C -5.095 2.520 6.831
C -4.321 3.180 5.624
C -4.736 4.700 5.404
N -4.566 2.442 4.338
H -6.781 2.643 8.839
H -5.763 3.138 10.068
H -5.523 1.628 9.162
H -4.600 1.551 6.892
H -6.128 2.302 6.556
H -3.239 3.187 5.757
H -5.816 4.797 5.522
H -4.369 5.290 4.565
H -4.250 5.270 6.196
H -4.433 3.122 3.603
H -5.552 2.239 4.257
C 4.939 -1.867 7.508
O 3.851 -2.741 7.998
C 2.602 -2.108 8.177
C 1.534 -3.283 8.455
C 0.118 -2.544 8.616
N 1.928 -3.961 9.710
H 5.838 -2.482 7.516
H 5.069 -1.007 8.165
H 4.595 -1.596 6.510
H 2.678 -1.407 9.009
H 2.456 -1.492 7.290
H 1.550 -4.023 7.655
H -0.662 -3.294 8.485
H 0.005 -1.694 7.943
H -0.116 -2.113 9.589
H 2.900 -4.211 9.597
H 1.530 -4.876 9.864
C -2.679 6.760 -5.324
O -3.900 6.411 -4.598
C -3.843 5.507 -3.528
C -5.151 5.646 -2.711
C -5.545 6.940 -2.078
N -5.307 4.700 -1.637
H -1.912 5.989 -5.404
H -2.203 7.617 -4.848
H -2.912 7.102 -6.333
H -3.675 4.468 -3.809
H -2.997 5.749 -2.886
H -5.867 5.354 -3.479
H -6.200 7.531 -2.718
H -4.637 7.533 -1.969
H -6.120 7.038 -1.157
H -5.219 3.792 -2.072
H -6.251 4.718 -1.278
C -6.443 -8.845 5.182
O -6.015 -7.957 4.196
C -6.698 -6.770 4.122
C -6.209 -5.658 5.147
N -4.820 -5.175 4.913
C -4.652 -4.282 3.699
C -3.123 -4.060 3.370
O -3.158 -3.896 1.989
C -1.981 -4.218 1.286
H -7.421 -9.267 4.951
H -6.463 -8.452 6.198
H -5.856 -9.760 5.269
H -7.755 -6.894 4.358
H -6.803 -6.400 3.102
H -6.213 -6.035 6.170
H -6.911 -4.852 4.931
H -4.158 -5.928 4.788
H -5.162 -3.327 3.825
H -4.996 -4.830 2.822
H -2.525 -4.865 3.797
H -2.639 -3.173 3.778
H -1.810 -5.277 1.093
H -1.057 -3.861 1.741
H -1.976 -3.765 0.295
C -1.058 9.817 0.702
O -2.112 10.543 0.147
C -2.139 11.894 0.493
C -3.246 12.453 -0.546
N -2.523 12.723 -1.728
C -3.398 13.173 -2.805
C -2.640 13.491 -4.123
O -3.609 14.216 -4.946
C -4.533 13.484 -5.784
H -1.536 8.843 0.599
H -0.905 9.967 1.771
H -0.064 9.872 0.258
H -1.145 12.326 0.377
H -2.481 11.903 1.528
H -3.705 13.324 -0.079
H -4.101 11.800 -0.716
H -2.326 11.783 -2.041
H -3.878 14.047 -2.364
H -4.011 12.286 -2.960
H -2.353 12.514 -4.512
H -1.759 14.078 -3.863
H -5.334 14.080 -6.221
H -5.139 12.953 -5.050
H -4.116 12.788 -6.511
C 4.773 -2.122 0.894
O 4.491 -0.892 0.354
C 4.825 -0.902 -1.034
C 4.072 0.414 -1.477
N 4.796 1.533 -0.891
C 4.040 2.767 -0.987
C 2.768 2.980 -0.101
O 3.078 2.733 1.306
C 1.986 2.396 2.136
H 5.806 -2.256 1.212
H 4.364 -3.058 0.514
H 4.321 -2.268 1.875
H 4.381 -1.758 -1.544
H 5.873 -0.897 -1.333
H 3.054 0.540 -1.109
H 4.177 0.569 -2.551
H 4.840 1.331 0.097
H 3.840 2.972 -2.038
H 4.831 3.506 -0.867
H 2.014 2.216 -0.291
H 2.276 3.921 -0.346
H 1.488 1.494 1.779
H 1.308 3.234 2.302
H 2.408 2.131 3.105
C 4.748 -3.023 -8.069
O 3.719 -3.744 -8.736
C 4.253 -4.522 -9.789
C 2.996 -5.202 -10.416
N 2.537 -6.280 -9.482
C 1.280 -6.813 -9.883
C 0.054 -6.034 -9.184
O 0.108 -6.333 -7.833
C -0.986 -5.883 -7.069
H 5.283 -3.559 -7.285
H 4.239 -2.164 -7.634
H 5.371 -2.496 -8.792
H 4.913 -5.348 -9.526
H 4.835 -3.899 -10.469
H 3.350 -5.705 -11.316
H 2.175 -4.490 -10.501
H 2.316 -5.964 -8.549
H 1.165 -7.880 -9.693
H 1.312 -6.831 -10.972
H -0.846 -6.253 -9.760
H 0.232 -4.960 -9.251
H -0.660 -5.447 -6.125
H -1.786 -6.598 -6.874
H -1.325 -5.060 -7.698
*
```



This record from OMol25 describes a structure of composition C40H110N10O10. The level of theory is the ωB97M-V functional and the def2-TZVPD basis.

Values from the calculation:
- Strongest force on any atom: 13.5 eV Å⁻¹
- Gap between HOMO and LUMO: 7.37 eV
- Molecular weight: 891.4 g/mol
- Energy above the lowest of the compared OMol25 structures with the same formula, charge and spin: 6534.5 kJ/mol
- LUMO level: 0.14 eV

```
! wB97M-V def2-TZVPD RIJCOSX def2/J DEFGRID3
* xyz 0 1
C 3.206 1.252 -4.432
C 2.935 2.131 -3.255
C 3.661 1.703 -1.962
O 3.118 0.458 -1.386
C 3.880 -0.030 -0.302
N 3.473 3.453 -3.632
H 4.239 1.068 -4.726
H 2.645 1.560 -5.314
H 2.839 0.244 -4.243
H 1.868 2.140 -3.032
H 3.591 2.416 -1.141
H 4.704 1.555 -2.244
H 4.836 -0.254 -0.776
H 3.451 -0.950 0.096
H 3.953 0.740 0.465
H 2.868 3.785 -4.369
H 4.352 3.218 -4.072
C -0.595 -5.391 1.813
C -0.299 -4.421 3.049
C -0.695 -2.928 2.847
O -0.236 -2.197 3.991
C -0.287 -0.763 3.865
N -0.895 -4.940 4.265
H -0.107 -6.352 1.972
H -0.381 -4.994 0.821
H -1.667 -5.559 1.708
H 0.781 -4.507 3.176
H -1.759 -2.694 2.815
H -0.459 -2.504 1.870
H -1.261 -0.274 3.856
H 0.102 -0.444 2.898
H 0.302 -0.309 4.663
H -0.309 -4.605 5.016
H -1.701 -4.334 4.323
C 2.333 -1.116 2.186
C 2.628 -2.617 2.378
C 1.869 -3.593 1.357
O 1.728 -4.921 1.908
C 1.519 -5.932 0.900
N 4.096 -2.814 2.274
H 2.642 -0.810 1.186
H 3.015 -0.541 2.812
H 1.389 -0.669 2.496
H 2.177 -2.877 3.335
H 2.542 -3.664 0.502
H 0.909 -3.185 1.039
H 2.399 -5.948 0.258
H 0.699 -5.797 0.195
H 1.344 -6.926 1.313
H 4.271 -3.808 2.321
H 4.465 -2.499 1.388
C 1.258 -1.886 -0.753
C 0.804 -3.297 -1.117
C -0.503 -3.645 -0.370
O -1.474 -2.716 -0.901
C -2.757 -2.960 -0.309
N 0.551 -3.427 -2.501
H 1.557 -1.745 0.285
H 0.495 -1.149 -1.005
H 2.105 -1.746 -1.424
H 1.553 -4.020 -0.794
H -0.275 -3.535 0.690
H -0.840 -4.646 -0.638
H -3.322 -2.112 -0.696
H -2.883 -2.828 0.766
H -3.378 -3.798 -0.626
H -0.020 -4.257 -2.574
H -0.018 -2.645 -2.792
C -0.929 0.113 1.789
C -0.998 0.870 0.477
C -0.143 0.294 -0.652
O 1.171 -0.075 -0.351
C 1.947 1.152 -0.093
N -2.386 1.014 0.057
H 0.047 -0.271 2.087
H -1.395 -0.870 1.720
H -1.408 0.641 2.613
H -0.676 1.902 0.619
H -0.294 0.858 -1.573
H -0.594 -0.679 -0.844
H 2.967 0.829 0.113
H 1.670 1.692 0.813
H 2.038 1.788 -0.973
H -2.812 0.126 0.279
H -2.810 1.656 0.712
C 3.009 1.322 2.628
C 1.924 1.916 3.560
C 0.451 1.417 3.289
O -0.476 2.019 4.163
C -1.811 1.605 4.071
N 2.309 1.674 4.960
H 2.805 0.263 2.470
H 4.009 1.376 3.058
H 2.981 1.987 1.764
H 1.946 3.004 3.493
H 0.425 0.348 3.501
H 0.290 1.442 2.211
H -2.132 2.098 4.988
H -2.065 0.548 4.145
H -2.269 2.071 3.199
H 3.234 2.061 5.084
H 1.766 2.257 5.581
C -1.943 4.567 -2.389
C -1.918 3.643 -1.164
C -3.349 3.093 -0.852
O -4.271 4.169 -0.649
C -5.541 3.883 -0.098
N -0.963 2.634 -1.479
H -0.921 4.894 -2.583
H -2.555 5.428 -2.118
H -2.236 4.174 -3.362
H -1.537 4.297 -0.379
H -3.456 2.471 0.036
H -3.601 2.423 -1.674
H -6.063 3.170 -0.736
H -6.134 4.781 -0.270
H -5.456 3.618 0.956
H -1.065 1.943 -0.749
H -1.273 2.141 -2.304
C 2.136 -1.377 -3.607
C 0.876 -0.520 -3.408
C -0.534 -1.163 -3.154
O -1.005 -2.037 -4.134
C -2.275 -2.630 -3.811
N 1.156 0.529 -2.396
H 3.073 -0.872 -3.844
H 1.930 -1.988 -4.486
H 2.354 -2.040 -2.769
H 0.705 0.160 -4.243
H -1.294 -0.381 -3.161
H -0.725 -1.568 -2.160
H -2.257 -3.327 -2.974
H -2.473 -3.236 -4.695
H -3.081 -1.898 -3.756
H 1.392 0.146 -1.491
H 1.985 1.022 -2.697
C -2.774 -0.675 -2.403
C -4.058 -0.229 -1.564
C -4.310 -0.889 -0.186
O -3.171 -1.005 0.638
C -3.550 -1.325 1.983
N -3.776 1.177 -1.375
H -1.897 -0.687 -1.756
H -2.480 0.061 -3.151
H -2.807 -1.696 -2.784
H -4.932 -0.358 -2.202
H -4.599 -1.913 -0.424
H -5.116 -0.387 0.350
H -4.113 -2.259 1.997
H -4.120 -0.534 2.470
H -2.673 -1.469 2.613
H -3.644 1.638 -2.264
H -2.879 1.180 -0.912
C 2.538 4.573 -1.432
C 1.153 3.814 -1.374
C 0.368 4.150 -0.101
O 1.159 4.006 1.032
C 0.526 4.200 2.292
N 0.290 3.961 -2.527
H 3.182 4.192 -2.225
H 3.131 4.258 -0.574
H 2.480 5.656 -1.544
H 1.397 2.752 -1.401
H -0.503 3.518 0.070
H 0.103 5.206 -0.153
H 1.238 4.183 3.117
H -0.237 3.441 2.466
H -0.017 5.142 2.221
H 0.216 4.957 -2.679
H -0.629 3.619 -2.287
*
```